{"formula": "C5H7NO", "method": "wB97M-V/def2-TZVPD", "charge": 0, "lumo_energy_ha": 0.0139, "relative_energy_ev": 2.915, "smiles": "C[C@@H]1OC=C=C1N", "total_energy_ha": -324.6173, "elements": ["C", "C", "O", "C", "C", "C", "N", "H", "H", "H", "H", "H", "H", "H"], "xyz": [[1.5988, 0.0924, -0.6782], [0.4116, 0.4520, 0.1983], [0.6539, 0.1074, 1.5549], [-0.5461, -0.3770, 1.9938], [-1.6114, -0.5073, 1.1339], [-0.9595, -0.1241, -0.0508], [-1.5096, -0.0749, -1.2758], [1.4189, 0.4377, -1.7015], [2.5018, 0.5853, -0.3045], [1.7994, -0.9831, -0.7133], [0.2222, 1.5265, 0.1813], [-0.4928, -0.6308, 3.0522], [-2.4548, -0.4291, -1.3244], [-0.9599, -0.0627, -2.1243]], "atomic_forces_ev_per_a": [[0.0, 0.0, -0.1], [0.2, -0.3, -0.2], [-0.3, 0.0, 0.1], [-0.1, -0.1, 0.2], [0.5, -0.1, -0.2], [-0.1, 0.3, -0.2], [0.0, -0.3, 0.2], [0.1, 0.0, 0.1], [-0.2, 0.0, -0.1], [-0.2, 0.1, 0.1], [0.2, 0.2, -0.1], [0.0, 0.1, -0.2], [0.1, 0.0, -0.1], [-0.1, 0.1, 0.3]]}

{"formula": "C5H7NO", "method": "wB97M-V/def2-TZVPD", "charge": 0, "lumo_energy_ha": 0.0131, "relative_energy_ev": 5.025, "total_energy_ha": -324.5398, "elements": ["O", "C", "C", "C", "C", "C", "N", "H", "H", "H", "H", "H", "H", "H"], "xyz": [[2.0543, -0.2965, -0.9907], [1.1901, -0.0875, 0.0694], [0.4335, 1.1213, -0.0691], [-1.0141, 0.9024, 0.1357], [-1.3898, -0.4539, -0.4742], [-0.4664, -0.8835, 0.6606], [-0.6648, 0.2564, 1.4129], [2.8499, -0.7543, -0.6933], [1.6300, -0.3794, 1.0145], [0.8645, 2.0275, -0.5074], [-1.6595, 1.7803, 0.1374], [-1.1133, -0.6698, -1.5096], [-2.4384, -0.7008, -0.2864], [-0.2759, -1.8624, 1.1003]], "atomic_forces_ev_per_a": [[0.0, -0.1, -0.2], [-0.1, 0.1, 0.3], [0.0, -0.1, -0.1], [-0.1, 0.4, -0.2], [0.0, 0.0, -0.1], [0.1, -0.2, 0.1], [0.2, 0.0, -0.1], [-0.1, 0.0, 0.0], [0.0, 0.1, 0.0], [-0.1, -0.2, 0.3], [0.1, -0.1, 0.0], [0.0, 0.0, 0.1], [0.1, 0.0, 0.0], [0.0, 0.2, -0.1]]}

{"formula": "C5H7NO2", "method": "wB97M-V/def2-TZVPD", "charge": 0, "lumo_energy_ha": 0.0178, "relative_energy_ev": 5.194, "total_energy_ha": -399.7747, "elements": ["C", "C", "C", "C", "C", "H", "H", "H", "H", "H", "H", "H", "N", "O", "O"], "xyz": [[-0.3648, 1.0364, -0.2793], [-0.2436, 0.2958, 1.0121], [-1.1216, -0.9545, 0.6194], [0.4852, -0.2378, -0.7848], [1.2047, -0.0132, 0.5276], [-1.4792, 0.2715, -1.5649], [0.5667, 1.8242, -0.6427], [-0.1397, 0.5471, 1.9875], [-2.2432, -0.5450, 0.3097], [-1.1248, -1.5956, 1.5143], [0.0037, -2.2636, -0.8483], [0.9850, 0.0776, -1.6694], [-0.5060, -1.3383, -0.6595], [-1.5005, 1.1360, -0.8465], [2.4023, 0.1504, 0.7164]], "atomic_forces_ev_per_a": [[7.6, 0.6, -0.7], [1.1, -1.4, 0.4], [-1.8, 1.5, 0.8], [0.1, 0.5, 0.0], [0.8, -1.2, -2.0], [-0.8, 3.2, 2.6], [-2.9, -0.9, 1.7], [-1.2, 1.6, 3.1], [2.8, -1.3, 1.5], [-0.1, -0.5, -0.9], [-1.5, 1.7, 1.1], [0.4, -1.1, -1.3], [2.2, -0.5, -1.7], [-4.2, -2.2, -5.3], [-2.4, -0.1, 0.8]]}

{"formula": "C5H7NO2", "method": "wB97M-V/def2-TZVPD", "charge": 0, "lumo_energy_ha": 0.0193, "relative_energy_ev": 7.407, "smiles": "CC1=CN(C=O)OC1", "total_energy_ha": -399.6934, "elements": ["C", "C", "C", "N", "C", "O", "O", "C", "H", "H", "H", "H", "H", "H", "H"], "xyz": [[-2.2046, 0.0586, -0.9891], [-0.7153, 0.0731, -0.3683], [0.4765, 0.6752, -0.5589], [1.3319, 0.3549, 0.4870], [2.7480, 0.3544, 0.4366], [3.3728, -0.6571, 1.0720], [0.9963, -1.0973, 1.0299], [-0.5697, -0.7170, 1.0221], [-2.2928, 0.3805, -2.1977], [-2.7992, 0.7708, -0.2349], [-2.4567, -1.2383, -1.0026], [0.6806, 1.0829, -1.5218], [3.2349, 1.4435, -0.0616], [-0.8327, 0.1662, 1.8867], [-0.9700, -1.6504, 1.0005]], "atomic_forces_ev_per_a": [[1.4, -1.7, -1.1], [-1.2, -0.8, 1.4], [-3.0, -1.6, -0.5], [3.9, -3.0, 0.9], [2.6, -2.9, 2.9], [-2.7, 6.7, -4.2], [-4.0, 5.0, -1.0], [3.2, 4.7, -0.4], [0.3, -0.6, 3.7], [0.7, -2.0, -2.0], [0.1, 4.3, 0.3], [1.0, 0.8, -0.1], [-1.2, -3.4, 1.4], [0.8, -3.1, -1.9], [-1.9, -2.3, 0.6]]}

> Look up the charge of the third one.

0